The following is a quantum chemistry calculation of C38H33HgN5O2Sb as an isolated structure, from OMol25.

Cartesian coordinates (Å):
Hg1 2.281 -0.058 1.131
O1 4.807 -0.954 2.204
N1 5.021 -1.569 3.259
N2 3.952 -1.968 3.897
O2 2.721 -1.780 3.503
C1 4.186 -2.677 5.100
C2 3.075 -3.075 5.838
C3 3.248 -3.792 7.016
C4 4.516 -4.121 7.468
C5 5.621 -3.722 6.721
C6 5.470 -3.009 5.546
H1 2.100 -2.808 5.460
H2 2.375 -4.095 7.582
H3 4.646 -4.683 8.385
H4 6.620 -3.976 7.058
H5 6.325 -2.705 4.963
C7 -5.015 4.308 0.654
C8 -5.734 3.005 0.892
C9 -7.080 3.013 1.248
C10 -7.751 1.835 1.541
C11 -7.079 0.624 1.482
C12 -5.745 0.599 1.097
C13 -5.069 1.773 0.780
Sb1 -3.003 1.790 0.190
C14 -2.721 -0.334 -0.046
C15 -1.730 -0.852 0.789
C16 -1.400 -2.201 0.788
C17 -2.078 -3.057 -0.064
C18 -3.058 -2.553 -0.908
C19 -3.390 -1.199 -0.927
C20 -4.422 -0.725 -1.916
C21 -3.328 2.312 -1.872
C22 -4.574 2.691 -2.359
C23 -4.745 3.044 -3.690
C24 -3.659 3.010 -4.549
C25 -2.413 2.631 -4.071
C26 -2.225 2.287 -2.735
C27 -0.853 1.904 -2.244
H6 -5.699 5.153 0.718
H7 -4.548 4.353 -0.334
H8 -4.222 4.450 1.393
H9 -7.607 3.959 1.274
H10 -8.800 1.864 1.811
H11 -7.590 -0.301 1.723
H12 -5.229 -0.353 1.034
H13 -1.176 -0.188 1.444
H14 -0.616 -2.570 1.436
H15 -1.837 -4.113 -0.082
H16 -3.577 -3.225 -1.584
H17 -4.952 -1.577 -2.346
H18 -3.958 -0.164 -2.728
H19 -5.156 -0.064 -1.455
H20 -5.438 2.719 -1.706
H21 -5.722 3.361 -4.032
H22 -3.773 3.295 -5.588
H23 -1.561 2.617 -4.741
H24 -0.132 1.907 -3.061
H25 -0.840 0.909 -1.793
H26 -0.499 2.610 -1.488
N3 -3.089 6.121 -2.301
C28 -4.203 6.314 -2.551
C29 -5.558 6.581 -2.853
C30 -6.564 5.691 -2.429
N4 -7.394 4.961 -2.082
C31 -5.912 7.737 -3.579
N5 -6.208 8.685 -4.175
C32 2.121 -3.716 0.957
C33 3.203 -4.606 1.056
C34 3.800 -4.856 2.315
C35 4.865 -5.723 2.438
C36 5.374 -6.379 1.317
C37 4.800 -6.151 0.067
C38 3.735 -5.283 -0.067
H27 1.807 -3.148 1.823
H28 1.676 -3.480 -0.001
H29 3.407 -4.336 3.180
H30 5.312 -5.881 3.412
H31 6.216 -7.053 1.413
H32 5.196 -6.653 -0.808
H33 3.298 -5.101 -1.042

For the molar mass, the calculation gives 914.1 u. Its expectation value of S² is 0.7887. As for the total charge: -2. The multiplicity is 2. The calculation puts the energy relative to the best compared isomer or geometry (same formula, charge and spin) at 0.0 kJ/mol.

natural (NBO) population analysis, charges in e, atoms 1 to 4:
1. Hg 0.02
2. O -0.52
3. N 0.11
4. N 0.07

---

The following is a quantum chemistry calculation of C38H33N2ORuS2Se2 as an isolated structure, from OMol25.

Cartesian coordinates (Å):
Ru1 -0.159 -0.305 -1.001
S1 0.921 0.479 6.111
C1 2.264 1.456 6.495
C2 2.899 1.920 5.370
C3 2.267 1.460 4.177
C4 1.161 0.655 4.411
C5 0.261 0.000 3.434
C6 0.459 0.144 2.064
N1 -0.309 -0.414 1.094
C7 -1.356 -1.175 1.460
C8 -1.655 -1.392 2.821
C9 -2.749 -2.187 3.183
C10 -3.544 -2.765 2.200
C11 -3.251 -2.552 0.847
C12 -4.037 -3.124 -0.170
C13 -3.745 -2.911 -1.523
C14 -2.637 -2.106 -1.768
N2 -1.854 -1.537 -0.815
C15 -2.150 -1.752 0.478
C16 -4.575 -3.514 -2.591
C17 -5.694 -4.328 -2.476
C18 -6.240 -4.724 -3.733
C19 -5.527 -4.206 -4.786
S2 -4.216 -3.253 -4.258
C20 -0.833 -0.795 3.795
H1 2.524 1.645 7.528
H2 3.775 2.557 5.397
H3 2.627 1.723 3.189
H4 1.276 0.737 1.662
H5 -2.988 -2.361 4.230
H6 -4.391 -3.381 2.496
H7 -4.885 -3.740 0.115
H8 -2.308 -1.867 -2.776
H9 -6.121 -4.638 -1.532
H10 -7.111 -5.357 -3.854
H11 -5.713 -4.340 -5.843
H12 -1.068 -0.965 4.842
C21 4.376 -0.346 -1.240
Se1 2.444 -0.263 -1.001
C22 2.478 -1.434 0.552
C23 2.217 -2.845 0.075
Se2 0.601 -2.781 -1.001
C24 0.702 -4.686 -1.387
H13 4.640 0.224 -2.154
H14 4.701 -1.396 -1.388
H15 4.890 0.123 -0.376
H16 1.674 -1.101 1.242
H17 3.436 -1.365 1.110
H18 2.099 -3.517 0.951
H19 3.064 -3.174 -0.564
H20 0.641 -5.272 -0.447
H21 1.630 -4.915 -1.951
H22 -0.166 -4.962 -2.021
O1 -1.560 0.713 -1.001
C25 -0.052 6.845 0.515
C26 -0.456 5.969 1.523
C27 -0.471 4.591 1.290
C28 -0.063 4.066 0.050
C29 0.315 4.965 -0.968
C30 0.327 6.343 -0.732
C31 -0.136 2.589 -0.142
C32 0.518 1.776 -1.001
C33 1.651 2.062 -1.920
C34 2.588 3.095 -1.721
C35 3.650 3.272 -2.614
C36 3.799 2.415 -3.706
C37 2.894 1.370 -3.898
C38 1.832 1.189 -3.006
H23 -0.044 7.912 0.695
H24 -0.762 6.358 2.486
H25 -0.793 3.929 2.086
H26 0.578 4.617 -1.955
H27 0.621 7.024 -1.520
H28 -0.856 2.079 0.491
H29 2.528 3.752 -0.867
H30 4.364 4.070 -2.453
H31 4.622 2.552 -4.394
H32 3.016 0.697 -4.737
H33 1.144 0.369 -3.171

For the molar mass, the calculation gives 856.8 u. Its expectation value of S² is 0.8512. The multiplicity is 2. The calculation puts the energy relative to the best compared isomer or geometry (same formula, charge and spin) at 521.2 kJ/mol.

Löwdin population analysis, charges in e, atoms 1 to 4:
1. Ru 0.91
2. S 1.05
3. C -0.42
4. C -0.17

---

The following is a quantum chemistry calculation of C38H33N3O2Zn as an isolated structure, from OMol25.

Cartesian coordinates (Å):
Zn1 0.402 -0.031 0.948
O1 -0.872 -1.453 0.726
C1 -2.192 -1.227 0.346
C2 -2.619 0.262 0.593
C3 -1.900 1.306 -0.212
C4 -2.507 1.990 -1.252
C5 -1.773 2.928 -1.958
C6 -0.452 3.158 -1.621
C7 0.113 2.444 -0.574
C8 1.565 2.581 -0.219
C9 2.413 1.328 -0.616
O2 2.138 0.266 0.223
C10 3.914 1.650 -0.503
C11 4.771 0.609 -0.155
C12 6.140 0.809 -0.076
C13 6.685 2.059 -0.334
C14 5.843 3.105 -0.674
C15 4.471 2.899 -0.760
C16 2.085 0.995 -2.086
C17 2.336 1.910 -3.109
C18 1.981 1.632 -4.418
C19 1.362 0.427 -4.730
C20 1.117 -0.490 -3.723
C21 1.480 -0.210 -2.409
N1 -0.623 1.563 0.121
C22 -3.121 -2.066 1.245
C23 -4.040 -2.989 0.765
C24 -4.851 -3.709 1.638
C25 -4.763 -3.507 3.004
C26 -3.855 -2.578 3.497
C27 -3.045 -1.871 2.626
C28 -2.372 -1.603 -1.129
C29 -1.419 -2.407 -1.743
C30 -1.566 -2.798 -3.067
C31 -2.664 -2.383 -3.804
C32 -3.623 -1.580 -3.203
C33 -3.476 -1.200 -1.876
H1 -2.440 0.457 1.653
H2 -3.692 0.368 0.432
H3 -3.537 1.781 -1.504
H4 -2.228 3.468 -2.778
H5 0.152 3.861 -2.176
H6 1.690 2.712 0.860
H7 1.934 3.481 -0.708
H8 4.340 -0.357 0.063
H9 6.786 -0.017 0.194
H10 7.753 2.217 -0.267
H11 6.249 4.089 -0.874
H12 3.849 3.743 -1.028
H13 2.831 2.848 -2.886
H14 2.190 2.355 -5.197
H15 1.081 0.207 -5.752
H16 0.634 -1.430 -3.954
H17 1.292 -0.927 -1.621
H18 -4.119 -3.170 -0.298
H19 -5.551 -4.432 1.241
H20 -5.397 -4.065 3.681
H21 -3.782 -2.401 4.563
H22 -2.342 -1.147 3.018
H23 -0.558 -2.714 -1.166
H24 -0.815 -3.430 -3.525
H25 -2.774 -2.683 -4.839
H26 -4.489 -1.253 -3.764
H27 -4.252 -0.598 -1.421
N2 0.466 -2.273 3.048
C34 0.581 -1.115 3.754
C35 0.778 -1.104 5.149
C36 0.871 0.101 5.795
C37 0.778 1.295 5.072
C38 0.619 1.201 3.714
N3 0.533 0.029 3.061
H28 0.330 -3.109 3.592
H29 -0.109 -2.229 2.194
H30 0.842 -2.041 5.685
H31 1.014 0.122 6.868
H32 0.844 2.260 5.551
H33 0.570 2.085 3.090

For the molar mass, the calculation gives 629.1 u. The calculation puts the energy relative to the best compared isomer or geometry (same formula, charge and spin) at 19.0 kJ/mol.

Löwdin population analysis, charges in e, atoms 1 to 4:
1. Zn 0.75
2. O -0.27
3. C -0.46
4. C -0.05

---

| no. | largest force on an atom (eV/A) |
| --- | --- |
| 1 | 0.2 |
| 2 | 4.8 |
| 3 | 0.4 |